No. 1
10
Properties=species:S:1:pos:R:3:forces:R:3 method="wB97M-V/def2-TZVPD" e_lumo_ev="0.47 / -2.84" s2=2.02 gap_ev="6.58 / 6.49" spin_multiplicity=3 relative_energy_ev=1.370
C 0.771 -0.377 -0.592 0.330 -0.136 -0.453
C 1.903 -0.632 0.058 -1.744 0.714 1.246
C -0.072 0.080 0.516 1.143 -0.212 0.855
C 0.987 -0.107 1.558 -0.817 -0.152 -2.519
C -1.312 0.539 0.644 -0.343 0.120 0.082
O 0.932 0.093 2.770 0.948 -0.182 0.627
H 0.515 -0.460 -1.635 0.155 -0.069 -0.123
H 2.898 -0.975 -0.135 0.320 -0.053 0.343
H -1.684 0.833 1.611 -0.056 0.029 0.094
H -1.979 0.637 -0.199 0.063 -0.059 -0.152



No. 2
16
Properties=species:S:1:pos:R:3:forces:R:3 method="wB97M-V/def2-TZVPD" e_lumo_ev=-6.49 gap_ev=7.76 relative_energy_ev=6.529 charge=+1
C -2.366 -0.485 -0.039 -1.421 3.855 -0.336
C 2.200 0.173 0.314 0.822 -1.642 1.222
C 1.259 1.232 -0.314 0.459 -0.039 1.759
C 0.951 -0.796 0.507 1.272 1.317 0.037
C 0.265 0.105 -0.519 1.299 -1.577 -3.759
N -4.116 0.182 0.263 0.097 -1.784 -0.799
O -4.861 -0.621 -0.084 1.020 1.274 0.594
S -1.359 0.752 -0.341 -1.603 -1.871 0.828
H -2.433 -1.511 -0.221 0.704 -1.761 0.052
H 3.037 -0.213 -0.307 -1.162 0.237 -0.598
H 2.793 0.243 1.238 -0.765 0.970 0.095
H 0.812 2.034 0.315 0.856 -0.464 -0.032
H 1.709 1.631 -1.170 0.142 0.913 -1.382
H 1.074 -1.864 0.504 -0.243 -0.373 -0.872
H 0.568 -0.552 1.461 -0.521 0.266 1.258
H 0.468 -0.311 -1.605 -0.955 0.679 1.934



No. 3
15
Properties=species:S:1:pos:R:3:forces:R:3 method="wB97M-V/def2-TZVPD" e_lumo_ev=0.82 gap_ev=8.71 relative_energy_ev=6.005
C -0.525 -0.069 1.378 2.252 -3.270 0.425
C 0.184 -0.039 -0.026 0.488 3.338 3.555
C 1.233 -1.030 -0.391 -3.759 -0.137 -0.062
C -0.616 0.903 -0.921 1.935 -5.311 -1.869
N 0.316 0.980 2.042 -1.620 -2.863 0.678
O 1.241 1.196 1.031 -0.778 -1.622 -2.957
H -1.594 -0.017 1.274 -0.553 0.954 0.238
H -0.406 -1.172 1.808 0.179 2.240 -0.389
H 1.285 -1.105 -1.398 0.671 0.060 -3.383
H 1.134 -2.031 -0.081 -0.952 -1.257 0.934
H 2.079 -0.730 0.036 3.687 1.534 1.494
H -1.472 0.401 -1.351 -0.863 -0.373 0.589
H -0.066 0.977 -1.816 1.053 1.359 -1.027
H -0.846 1.708 -0.384 -0.911 3.494 1.689
H -0.280 1.751 2.125 -0.830 1.856 0.084



No. 4
22
Properties=species:S:1:pos:R:3:forces:R:3 method="wB97M-V/def2-TZVPD" e_lumo_ev=-3.97 gap_ev=8.68 smiles="O[C@]1(Cl)[NH+]=CNN1c1ccccc1" relative_energy_ev=1.846 charge=+1
O 1.820 -0.904 -1.265 -1.810 0.904 2.144
C 1.498 0.417 -1.352 -0.837 0.041 -0.849
Cl 1.403 0.788 -3.189 -0.119 0.052 1.003
N 2.437 1.376 -0.792 -2.162 -0.815 0.482
C 1.970 2.057 0.223 -1.579 0.770 -0.385
N 0.661 1.915 0.320 2.082 -2.032 -2.481
N 0.264 0.775 -0.648 0.587 2.780 2.561
C -0.660 -0.042 0.086 -0.082 -0.835 0.677
C -1.625 -0.594 -0.753 1.533 0.282 1.363
C -2.444 -1.576 -0.259 0.007 -0.633 0.401
C -2.404 -1.904 1.094 -0.265 0.925 -0.706
C -1.604 -1.127 1.949 0.576 -0.074 1.878
C -0.629 -0.230 1.516 -1.367 -0.681 -3.961
H 2.587 -1.173 -1.727 1.284 -0.202 -1.227
H 3.346 1.183 -0.996 3.289 0.078 -0.477
H 2.525 2.796 0.781 0.189 -0.155 0.187
H 0.127 2.137 1.137 -0.680 0.081 0.087
H -1.478 -0.183 -1.709 -0.794 -0.258 -1.574
H -3.102 -2.183 -0.852 -0.208 0.222 -0.540
H -3.142 -2.684 1.297 0.580 0.336 1.107
H -1.624 -1.166 3.051 -0.442 -0.678 -0.607
H 0.074 0.323 2.089 0.217 -0.107 0.915